(1)
A cluster of 3 separate species, C21H21F2N2S in total at a distorted geometry. Source: the Open Molecules 2025 dataset; level of theory: the ωB97M-V functional and the def2-TZVPD basis.

Results
LUMO energy (eV): -5.566
HOMO level (Eh): -0.3916
Kohn-Sham gap (eV): 5.090
Net charge: +1

Bonds (Å) are listed after each position.
Positions of all 47 atoms, in Å:
1 C 6.62 5.21 4.51  C2 1.428, H13 1.194
2 C 5.66 4.26 4.05  C1 1.428, C3 1.672
3 C 4.83 3.24 3.01  C2 1.672, C4 1.673, N12 1.511
4 C 5.58 1.88 2.40  C3 1.673, C5 1.673, H14 1.170
5 C 4.67 0.97 1.33  C4 1.673, C6 1.673, H15 1.170
6 C 3.14 1.60 1.08  C5 1.673, C7 1.671, N11 1.488
7 C 2.15 0.79 0.00  C6 1.671, S8 1.899, H16 1.185, H17 1.173
8 S 3.14 -0.11 -1.35  C7 1.899, C9 1.897
9 C 4.45 1.05 -2.08  S8 1.897, C10 1.663, H18 1.192, H19 1.194
10 C 5.94 0.31 -2.23  C9 1.663, H20 1.186, H21 1.173, H22 1.179
11 N 2.59 2.82 1.73  C6 1.488, N12 1.362
12 N 3.41 3.50 2.58  C3 1.511, N11 1.362, H23 1.067
13 H 7.41 6.07 4.76  C1 1.194
14 H 6.67 1.59 2.71  C4 1.170
15 H 5.07 0.00 0.81  C5 1.170
16 H 1.53 1.62 -0.57  C7 1.185
17 H 1.37 0.09 0.53  C7 1.173
18 H 4.10 1.52 -3.12  C9 1.192
19 H 4.60 1.98 -1.35  C9 1.194
20 H 6.78 1.15 -2.27  C10 1.186
21 H 6.02 -0.28 -3.24  C10 1.173
22 H 6.19 -0.41 -1.33  C10 1.179
23 H 2.98 4.37 3.02  N12 1.067
24 F 1.12 -1.94 -1.08  C25 1.340
25 C -0.20 -1.84 -1.29  F24 1.340, C26 1.391, C30 1.390
26 C -0.69 -1.97 -2.59  C25 1.391, C27 1.395, H31 1.085
27 C -2.07 -1.87 -2.81  C26 1.395, C28 1.397, H32 1.087
28 C -2.93 -1.64 -1.74  C27 1.397, C29 1.396, H33 1.088
29 C -2.43 -1.51 -0.44  C28 1.396, C30 1.395, H34 1.087
30 C -1.05 -1.61 -0.22  C25 1.390, C29 1.395, H35 1.085
31 H 0.00 -2.14 -3.41  C26 1.085
32 H -2.46 -1.98 -3.82  C27 1.087
33 H -4.00 -1.56 -1.92  C28 1.088
34 H -3.10 -1.32 0.39  C29 1.087
35 H -0.65 -1.52 0.78  C30 1.085
36 F -6.13 -2.69 -2.07  C37 1.340
37 C -6.66 -2.28 -0.91  F36 1.340, C38 1.391, C42 1.390
38 C -6.54 -3.08 0.22  C37 1.391, C39 1.395, H43 1.085
39 C -7.09 -2.65 1.43  C38 1.395, C40 1.397, H44 1.087
40 C -7.76 -1.42 1.49  C39 1.397, C41 1.396, H45 1.088
41 C -7.88 -0.63 0.34  C40 1.396, C42 1.395, H46 1.087
42 C -7.33 -1.06 -0.86  C37 1.390, C41 1.395, H47 1.085
43 H -6.02 -4.03 0.15  C38 1.085
44 H -6.99 -3.26 2.32  C39 1.087
45 H -8.19 -1.09 2.43  C40 1.088
46 H -8.41 0.32 0.39  C41 1.087
47 H -7.41 -0.45 -1.76  C42 1.085

Mulliken charges in e:
1 C -0.09
2 C -0.59
3 C 0.65
4 C -0.40
5 C -0.11
6 C 0.16
7 C -0.32
8 S -0.05
9 C -0.37
10 C -0.79
11 N -0.58
12 N 0.17
13 H 0.38
14 H 0.35
15 H 0.38
16 H 0.37
17 H 0.18
18 H 0.35
19 H 0.20
20 H 0.29
21 H 0.29
22 H 0.20
23 H 0.33
24 F -0.36
25 C 0.33
26 C -0.39
27 C -0.55
28 C -0.23
29 C -0.46
30 C -0.24
31 H 0.42
32 H 0.37
33 H 0.26
34 H 0.40
35 H 0.41
36 F -0.35
37 C 0.28
38 C -0.27
39 C -0.41
40 C -0.44
41 C -0.41
42 C -0.32
43 H 0.42
44 H 0.37
45 H 0.37
46 H 0.36
47 H 0.41

(2)
A cluster of 7 separate species, C21H21F7O21 in total at a distorted geometry. Source: the Open Molecules 2025 dataset; level of theory: the ωB97M-V functional and the def2-TZVPD basis.

Results
LUMO energy (eV): -0.064
SMILES: O=C1OC[C@@H](F)O1.O=C1OC[C@@H](F)O1.O=C1OC[C@@H](F)O1.O=C1OC[C@@H](F)O1.O=C1OC[C@@H](F)O1.O=C1OC[C@@H](F)O1.O=C1OC[C@@H](F)O1
Relative energy (zero: lowest compared OMol25 entry of this formula, charge and spin) (kJ/mol): 247.2
HOMO level (Eh): -0.3923
Kohn-Sham gap (eV): 10.611
Net charge: 0

Bonds (Å) are listed after each position.
Positions of all 70 atoms, in Å:
1 O 10.09 -18.13 -15.84  C2 1.214
2 C 9.56 -19.06 -15.28  O1 1.214, O3 1.327, O7 1.323
3 O 9.63 -20.32 -15.70  C2 1.327, C4 1.496
4 C 9.28 -21.16 -14.51  O3 1.496, C5 1.543, H8 1.090, H9 1.090
5 C 8.23 -20.20 -13.93  C4 1.543, F6 1.373, O7 1.380, H10 1.090
6 F 8.31 -20.35 -12.57  C5 1.373
7 O 8.71 -18.96 -14.28  C2 1.323, C5 1.380
8 H 9.07 -22.22 -14.63  C4 1.090
9 H 10.20 -21.26 -13.92  C4 1.090
10 H 7.22 -20.38 -14.30  C5 1.090
11 O 2.30 -23.36 -6.95  C12 1.268
12 C 2.83 -22.36 -7.51  O11 1.268, O13 1.353, O17 1.298
13 O 2.07 -21.56 -8.30  C12 1.353, C14 1.404
14 C 2.92 -20.69 -9.00  O13 1.404, C15 1.529, H18 1.090, H19 1.090
15 C 4.27 -20.78 -8.29  C14 1.529, F16 1.356, O17 1.466, H20 1.090
16 F 4.50 -19.65 -7.58  C15 1.356
17 O 4.05 -21.93 -7.40  C12 1.298, C15 1.466
18 H 3.00 -20.96 -10.05  C14 1.090
19 H 2.51 -19.68 -9.07  C14 1.090
20 H 5.10 -20.92 -8.98  C15 1.090
21 O 8.31 -21.47 -5.74  C22 1.248
22 C 7.76 -22.35 -6.43  O21 1.248, O23 1.391, O27 1.345
23 O 8.40 -23.19 -7.34  C22 1.391, C24 1.435
24 C 7.44 -23.96 -8.07  O23 1.435, C25 1.520, H28 1.090, H29 1.090
25 C 6.26 -23.99 -7.11  C24 1.520, F26 1.358, O27 1.474, H30 1.090
26 F 6.38 -24.99 -6.21  C25 1.358
27 O 6.48 -22.74 -6.36  C22 1.345, C25 1.474
28 H 7.30 -23.45 -9.02  C24 1.090
29 H 7.72 -25.01 -8.22  C24 1.090
30 H 5.28 -24.10 -7.57  C25 1.090
31 O 10.51 -18.52 -4.08  C32 1.222
32 C 10.85 -19.17 -5.06  O31 1.222, O33 1.324, O37 1.303
33 O 10.69 -18.80 -6.32  C32 1.324, C34 1.405
34 C 10.80 -19.95 -7.12  O33 1.405, C35 1.521, H38 1.090, H39 1.090
35 C 11.53 -20.95 -6.23  C34 1.521, F36 1.315, O37 1.360, H40 1.090
36 F 12.75 -21.04 -6.71  C35 1.315
37 O 11.37 -20.36 -5.02  C32 1.303, C35 1.360
38 H 9.81 -20.32 -7.36  C34 1.090
39 H 11.33 -19.80 -8.06  C34 1.090
40 H 11.17 -21.98 -6.18  C35 1.090
41 O 11.47 -18.25 -10.42  C42 1.235
42 C 12.62 -18.37 -10.00  O41 1.235, O43 1.328, O47 1.367
43 O 13.40 -19.40 -10.32  C42 1.328, C44 1.385
44 C 14.43 -19.54 -9.40  O43 1.385, C45 1.536, H48 1.090, H49 1.090
45 C 14.55 -18.15 -8.75  C44 1.536, F46 1.344, O47 1.397, H50 1.090
46 F 15.51 -17.42 -9.34  C45 1.344
47 O 13.28 -17.65 -9.04  C42 1.367, C45 1.397
48 H 14.17 -20.28 -8.65  C44 1.090
49 H 15.38 -19.81 -9.85  C44 1.090
50 H 14.73 -18.16 -7.68  C45 1.090
51 O 8.43 -14.88 -12.07  C52 1.184
52 C 7.42 -14.28 -12.26  O51 1.184, O53 1.362, O57 1.330
53 O 6.58 -13.89 -11.26  C52 1.362, C54 1.426
54 C 5.31 -13.54 -11.81  O53 1.426, C55 1.542, H58 1.090, H59 1.090
55 C 5.79 -13.07 -13.20  C54 1.542, F56 1.379, O57 1.398, H60 1.090
56 F 6.10 -11.73 -13.07  C55 1.379
57 O 6.96 -13.80 -13.41  C52 1.330, C55 1.398
58 H 4.70 -14.44 -11.78  C54 1.090
59 H 4.77 -12.79 -11.24  C54 1.090
60 H 5.16 -13.23 -14.08  C55 1.090
61 O 7.16 -20.64 -9.62  C62 1.232
62 C 7.44 -19.51 -10.00  O61 1.232, O63 1.328, O67 1.348
63 O 6.69 -18.75 -10.80  C62 1.328, C64 1.412
64 C 7.48 -17.62 -11.11  O63 1.412, C65 1.530, H68 1.090, H69 1.090
65 C 8.42 -17.47 -9.91  C64 1.530, F66 1.331, O67 1.437, H70 1.090
66 F 7.92 -16.76 -8.91  C65 1.331
67 O 8.56 -18.87 -9.61  C62 1.348, C65 1.437
68 H 8.15 -17.74 -11.96  C64 1.090
69 H 6.87 -16.73 -11.22  C64 1.090
70 H 9.33 -16.92 -10.18  C65 1.090

Mulliken charges in e:
1 O -0.54
2 C 0.59
3 O -0.35
4 C -0.45
5 C 0.29
6 F -0.26
7 O -0.22
8 H 0.36
9 H 0.28
10 H 0.27
11 O -0.61
12 C 0.61
13 O -0.34
14 C -0.61
15 C 0.93
16 F -0.30
17 O -0.22
18 H 0.26
19 H 0.33
20 H -0.02
21 O -0.55
22 C 0.75
23 O -0.31
24 C -0.32
25 C 0.35
26 F -0.31
27 O -0.35
28 H 0.18
29 H 0.34
30 H 0.26
31 O -0.60
32 C 0.66
33 O -0.31
34 C 0.50
35 C 0.48
36 F -0.30
37 O -0.33
38 H -0.38
39 H -0.12
40 H 0.32
41 O -0.55
42 C 0.68
43 O -0.31
44 C -0.29
45 C 0.30
46 F -0.31
47 O -0.31
48 H 0.16
49 H 0.34
50 H 0.28
51 O -0.46
52 C 0.71
53 O -0.32
54 C -0.37
55 C 0.22
56 F -0.28
57 O -0.30
58 H 0.26
59 H 0.29
60 H 0.32
61 O -0.68
62 C 0.57
63 O -0.29
64 C -0.15
65 C 0.32
66 F -0.37
67 O 0.00
68 H 0.18
69 H -0.03
70 H 0.43

- Kohn-Sham gap of number 2 (C21H21F7O21)?
  10.611 eV

- The lowest net charge belongs to which entry?
  C21H21F7O21

- Among the records above, which one has the lowest Kohn-Sham gap?
  C21H21F2N2S

- HOMO level of number 2 (C21H21F7O21)?
  -0.3923 Eh